1.
Density functional theory data (wB97M-V/def2-TZVPD) for C15H18N4 in the gas phase.

Each line ends with the Löwdin charge.
Geometry (Å):
1 C 1.549 -0.518 -3.189  -0.047
2 C 1.053 -0.051 -1.889  -0.315
3 N -0.087 -0.505 -1.410  0.052
4 N -0.491 -0.066 -0.188  0.022
5 C -1.414 -0.690 0.559  -0.359
6 N -2.002 -1.910 0.239  0.183
7 C -3.004 -2.279 0.971  -0.337
8 C -3.727 -3.551 0.647  -0.030
9 C -3.512 -1.472 2.047  0.000
10 C -2.905 -0.270 2.346  -0.267
11 C -3.474 0.651 3.357  -0.025
12 N -1.780 0.026 1.616  0.147
13 C 1.861 1.008 -1.215  -0.154
14 C 1.300 2.262 -1.078  -0.057
15 C 2.070 3.396 -0.786  -0.069
16 C 3.450 3.206 -0.473  -0.086
17 C 4.003 1.941 -0.526  -0.079
18 C 3.244 0.844 -0.888  -0.225
19 C 3.915 -0.496 -0.949  -0.047
20 H 2.036 -1.462 -2.982  0.076
21 H 0.750 -0.727 -3.906  0.084
22 H 2.227 0.199 -3.651  0.090
23 H -3.009 -4.307 0.389  0.073
24 H -4.285 -3.907 1.536  0.083
25 H -4.406 -3.364 -0.201  0.096
26 H -4.441 -1.730 2.565  0.112
27 H -3.455 1.708 2.988  0.100
28 H -2.894 0.627 4.295  0.096
29 H -4.518 0.380 3.536  0.084
30 H -1.391 0.940 1.642  0.148
31 H 0.273 2.410 -1.353  0.104
32 H 1.626 4.390 -0.751  0.093
33 H 4.155 3.988 -0.120  0.105
34 H 5.019 1.754 -0.237  0.101
35 H 4.809 -0.465 -0.316  0.079
36 H 3.244 -1.320 -0.650  0.094
37 H 4.210 -0.641 -1.975  0.074

Its structure (SMILES) is C/C(=N/N=c1\nc(C)cc(C)[nH]1)c1ccccc1C. The LUMO energy comes out at 0.51 eV. For the frontier orbital gap, the calculation gives 7.7 eV.

***

2.
Density functional theory data (wB97M-V/def2-TZVPD) for C15H18N4O2 in the gas phase.

Each line ends with the Löwdin charge.
Geometry (Å):
1 C -1.028 -2.484 -2.562  -0.098
2 O -1.691 -1.690 -1.608  -0.174
3 C -1.589 -2.180 -0.291  -0.149
4 C -0.189 -2.141 0.233  -0.177
5 N 0.452 -3.228 0.731  0.036
6 N 1.717 -2.972 1.089  0.123
7 C 1.887 -1.695 0.806  -0.274
8 C 0.725 -1.109 0.270  -0.073
9 C 0.679 0.330 -0.113  -0.155
10 C 0.045 1.220 1.001  -0.249
11 C -1.116 0.547 1.673  -0.075
12 C -2.375 0.928 1.536  -0.099
13 C -2.812 2.067 0.671  -0.193
14 C -1.708 2.471 -0.301  -0.184
15 C -0.379 2.579 0.439  -0.147
16 C 2.120 0.747 -0.340  -0.139
17 C 2.387 1.860 -1.142  -0.230
18 N 2.631 2.748 -1.834  0.158
19 C 3.168 0.112 0.253  -0.288
20 N 4.450 0.581 0.244  0.180
21 O 3.074 -1.057 0.948  0.123
22 H 0.050 -2.531 -2.372  0.091
23 H -1.204 -2.014 -3.527  0.092
24 H -1.431 -3.505 -2.575  0.090
25 H -2.229 -1.522 0.304  0.116
26 H -1.971 -3.212 -0.233  0.129
27 H 0.078 -4.151 0.882  0.161
28 H 0.093 0.452 -1.029  0.149
29 H 0.822 1.374 1.763  0.154
30 H -0.866 -0.282 2.322  0.115
31 H -3.159 0.420 2.083  0.103
32 H -3.075 2.913 1.314  0.116
33 H -3.716 1.786 0.124  0.111
34 H -1.634 1.720 -1.089  0.110
35 H -1.952 3.425 -0.771  0.113
36 H 0.394 2.967 -0.226  0.095
37 H -0.491 3.283 1.267  0.126
38 H 4.668 1.326 -0.395  0.102
39 H 5.175 -0.084 0.457  0.114

The energy above the lowest of the compared OMol25 structures with the same formula, charge and spin is 61.5 kcal/mol. Its structure (SMILES) is COCc1[nH]nc2c1[C@@H]([C@@H]1C=CCCC1)C(C#N)=C(N)O2. The LUMO energy comes out at 0.69 eV. For the frontier orbital gap, the calculation gives 9.1 eV.

***

3.
Density functional theory data (wB97M-V/def2-TZVPD) for C15H18N4O3 in the gas phase.

Each line ends with the Löwdin charge.
Geometry (Å):
1 C 0.831 4.503 -1.069  -0.024
2 C 0.406 3.206 -1.681  -0.280
3 N 0.916 2.101 -1.083  0.139
4 C 0.594 0.930 -1.559  -0.321
5 N 1.114 -0.182 -0.986  -0.045
6 C 0.724 -1.525 -1.372  -0.113
7 C 1.229 -2.516 -0.321  -0.116
8 N 0.876 -2.044 0.999  -0.037
9 C -0.183 -2.633 1.623  -0.382
10 O -0.774 -3.575 1.128  0.084
11 C -0.558 -2.112 2.956  -0.187
12 C 0.156 -1.630 4.026  -0.015
13 C -0.774 -1.441 5.069  -0.048
14 C -1.982 -1.820 4.562  -0.102
15 O -1.857 -2.232 3.301  0.078
16 C 1.458 -0.769 1.372  -0.119
17 C 2.018 -0.061 0.131  -0.124
18 N -0.232 0.793 -2.629  0.216
19 C -0.802 1.884 -3.309  -0.425
20 O -1.525 1.664 -4.262  0.053
21 C -0.431 3.161 -2.761  -0.165
22 C -0.986 4.387 -3.418  -0.040
23 H -0.039 5.061 -0.726  0.085
24 H 1.491 4.311 -0.229  0.074
25 H 1.350 5.115 -1.805  0.085
26 H -0.369 -1.599 -1.412  0.134
27 H 1.136 -1.787 -2.356  0.131
28 H 2.313 -2.644 -0.385  0.129
29 H 0.746 -3.484 -0.465  0.128
30 H 1.211 -1.459 4.080  0.107
31 H -0.571 -1.076 6.055  0.102
32 H -2.964 -1.834 4.991  0.126
33 H 2.275 -0.914 2.088  0.121
34 H 0.691 -0.147 1.841  0.131
35 H 2.141 1.004 0.329  0.113
36 H 2.992 -0.484 -0.140  0.126
37 H -0.470 -0.115 -3.005  0.144
38 H -0.186 5.023 -3.795  0.082
39 H -1.579 4.971 -2.715  0.082
40 H -1.618 4.082 -4.248  0.075

The energy above the lowest of the compared OMol25 structures with the same formula, charge and spin is 19.1 kcal/mol. Its structure (SMILES) is Cc1nc(N2CCN(C(=O)c3ccco3)CC2)[nH]c(=O)c1C. The LUMO energy comes out at 0.50 eV. For the frontier orbital gap, the calculation gives 8.5 eV.

***

4.
Density functional theory data (wB97M-V/def2-TZVPD) for C15H18N4O3 in the gas phase.

Each line ends with the Löwdin charge.
Geometry (Å):
1 O -4.772 2.046 2.998  0.054
2 N -4.827 1.704 1.827  -0.355
3 O -5.819 1.873 1.134  0.056
4 C -3.700 1.095 1.215  -0.121
5 C -3.699 1.033 -0.170  0.012
6 C -2.650 0.490 -0.876  -0.006
7 C -1.526 -0.051 -0.241  -0.128
8 N -0.530 -0.599 -0.975  -0.068
9 C 0.468 -1.529 -0.499  -0.136
10 C 1.839 -0.861 -0.438  -0.160
11 N 2.194 -0.393 -1.768  -0.177
12 C 3.539 0.143 -1.839  -0.189
13 C 4.606 -0.944 -1.663  -0.251
14 O 4.850 -1.308 -0.326  -0.080
15 C 1.197 0.546 -2.239  -0.171
16 C -0.178 -0.133 -2.297  -0.128
17 C -1.503 0.001 1.202  -0.128
18 N -0.403 -0.440 1.831  0.091
19 C -0.325 -0.407 3.134  -0.125
20 C -1.369 0.044 3.947  -0.037
21 C -2.498 0.530 3.342  0.009
22 C -2.593 0.563 1.933  -0.059
23 H -4.556 1.425 -0.697  0.123
24 H -2.732 0.454 -1.950  0.105
25 H 0.192 -1.909 0.479  0.108
26 H 0.514 -2.352 -1.222  0.131
27 H 2.584 -1.584 -0.108  0.115
28 H 1.798 -0.033 0.291  0.125
29 H 3.706 0.942 -1.090  0.129
30 H 3.667 0.582 -2.832  0.120
31 H 5.538 -0.602 -2.135  0.114
32 H 4.274 -1.856 -2.163  0.124
33 H 5.138 -0.529 0.163  0.091
34 H 1.472 0.879 -3.243  0.122
35 H 1.125 1.435 -1.584  0.134
36 H -0.902 0.585 -2.675  0.109
37 H -0.125 -0.987 -2.979  0.132
38 H 0.605 -0.766 3.555  0.110
39 H -1.281 0.012 5.021  0.105
40 H -3.316 0.900 3.937  0.102

The energy above the lowest of the compared OMol25 structures with the same formula, charge and spin is 106.8 kcal/mol. Its structure (SMILES) is O=[N+]([O-])c1ccc(N2CCN(CCO)CC2)c2ncccc12. The LUMO energy comes out at -0.54 eV. For the frontier orbital gap, the calculation gives 7.3 eV.

***

5.
Density functional theory data (wB97M-V/def2-TZVPD) for a molecular structure, C15H18N4O3Tl.

Each line ends with the Löwdin charge.
Geometry (Å):
1 Tl 9.544 7.401 4.223  0.966
2 C 5.411 6.262 6.237  0.022
3 C 6.836 6.670 6.470  -0.524
4 O 7.735 6.213 5.757  -0.153
5 N 7.110 7.415 7.556  0.099
6 C 8.451 7.922 7.801  -0.113
7 C 8.695 9.284 7.226  -0.267
8 C 8.750 10.354 8.163  0.012
9 C 8.957 11.590 7.628  -0.067
10 C 9.207 11.694 6.302  -0.035
11 C 9.197 10.548 5.494  -0.132
12 N 8.880 9.367 5.950  0.018
13 H 5.377 5.316 5.772  0.072
14 H 5.009 7.080 5.578  0.116
15 H 4.808 6.184 7.175  0.103
16 H 6.396 7.858 8.077  0.142
17 H 9.040 7.193 7.403  0.066
18 H 8.618 7.853 8.896  0.147
19 H 8.569 10.123 9.213  0.125
20 H 8.885 12.496 8.316  0.149
21 H 9.572 12.579 5.880  0.100
22 H 9.379 10.655 4.474  0.089
23 O 12.830 10.557 7.815  -0.007
24 C 14.028 9.941 8.142  -0.256
25 N 14.907 9.692 7.024  0.109
26 C 14.868 8.691 6.126  -0.447
27 O 15.643 8.630 5.193  0.097
28 C 13.820 7.598 6.276  -0.098
29 C 14.274 6.299 6.298  0.010
30 C 13.400 5.256 6.142  -0.026
31 C 12.079 5.591 5.974  -0.138
32 N 11.581 6.835 6.074  -0.027
33 C 12.447 7.821 6.195  -0.103
34 H 12.892 11.487 7.965  0.085
35 H 13.900 8.966 8.565  0.123
36 H 14.613 10.424 8.893  0.130
37 H 15.626 10.350 6.835  0.143
38 H 15.322 6.006 6.370  0.141
39 H 13.706 4.257 6.010  0.108
40 H 11.305 4.820 5.886  0.121
41 H 12.153 8.840 6.257  0.100

The total charge is +1. The energy above the lowest of the compared OMol25 structures with the same formula, charge and spin is 21.3 kcal/mol. The LUMO energy comes out at -2.51 eV. For the frontier orbital gap, the calculation gives 9.8 eV.

***

6.
Density functional theory data (wB97M-V/def2-TZVPD) for C15H18N4O4S in the gas phase.

Each line ends with the Löwdin charge.
Geometry (Å):
1 C -3.830 -6.312 0.444  -0.103
2 O -2.833 -5.357 0.702  -0.237
3 C -2.628 -5.123 2.071  -0.236
4 C -1.571 -4.091 2.208  -0.543
5 N -1.003 -3.756 3.312  -0.009
6 N -0.089 -2.802 3.176  -0.003
7 C 0.042 -2.408 1.951  -0.576
8 N 0.932 -1.436 1.576  0.115
9 C 1.062 -1.020 0.276  -0.450
10 O 0.388 -1.505 -0.603  0.015
11 C 2.097 0.078 0.098  -0.229
12 C 1.552 1.407 0.644  -0.109
13 C 0.432 1.946 -0.253  -0.132
14 N 0.921 2.112 -1.599  -0.040
15 C 1.272 3.288 -2.177  -0.385
16 O 1.947 3.347 -3.188  0.088
17 C 0.716 4.523 -1.560  -0.196
18 C -0.566 4.874 -1.223  -0.023
19 C -0.515 6.236 -0.848  -0.053
20 C 0.787 6.611 -0.988  -0.108
21 O 1.531 5.588 -1.424  0.075
22 C 1.375 0.871 -2.195  -0.125
23 C 2.502 0.249 -1.370  -0.106
24 S -1.001 -3.213 0.806  1.181
25 H -3.571 -7.284 0.881  0.092
26 H -4.800 -5.992 0.844  0.092
27 H -3.894 -6.405 -0.638  0.092
28 H -3.556 -4.768 2.553  0.136
29 H -2.317 -6.042 2.594  0.136
30 H 1.503 -1.054 2.316  0.157
31 H 2.980 -0.209 0.681  0.148
32 H 1.175 1.286 1.662  0.115
33 H 2.365 2.136 0.665  0.128
34 H 0.077 2.900 0.137  0.113
35 H -0.403 1.237 -0.272  0.137
36 H -1.434 4.248 -1.260  0.118
37 H -1.333 6.846 -0.524  0.101
38 H 1.287 7.542 -0.810  0.123
39 H 1.728 1.097 -3.202  0.126
40 H 0.531 0.180 -2.248  0.123
41 H 2.761 -0.720 -1.798  0.124
42 H 3.379 0.897 -1.419  0.127

The energy above the lowest of the compared OMol25 structures with the same formula, charge and spin is 33.1 kcal/mol. Its structure (SMILES) is COCc1nnc(NC(=O)C2CCN(C(=O)c3ccco3)CC2)s1. The LUMO energy comes out at 0.55 eV. For the frontier orbital gap, the calculation gives 9.5 eV.

***

7.
Density functional theory data (wB97M-V/def2-TZVPD) for 2 unconnected molecules or ions with the total composition C15H18O.

Each line ends with the Löwdin charge.
Geometry (Å):
1 C -0.029 -2.389 1.923  -0.100
2 C -1.086 -1.865 0.953  -0.197
3 C -1.525 -0.390 1.171  -0.181
4 C -2.418 0.214 0.283  -0.052
5 C -2.571 1.620 0.300  -0.055
6 C -1.761 2.420 1.036  -0.372
7 O -1.510 3.754 0.844  0.042
8 C -0.920 1.853 2.012  -0.029
9 C -0.759 0.481 2.055  -0.024
10 H -0.165 -3.380 2.395  0.078
11 H 0.253 -1.741 2.754  0.045
12 H 0.884 -2.474 1.319  0.067
13 H -0.800 -2.072 -0.090  0.099
14 H -1.980 -2.482 0.848  0.100
15 H -2.959 -0.317 -0.499  0.118
16 H -3.487 2.046 -0.143  0.124
17 H -2.350 4.166 0.598  0.109
18 H -0.390 2.499 2.721  0.125
19 H -0.229 -0.042 2.848  0.087
20 C 3.519 -1.061 -1.043  -0.065
21 C 2.228 -0.397 -1.508  -0.288
22 C 1.299 -1.062 -2.294  -0.070
23 C 0.125 -0.402 -2.625  -0.095
24 C -0.208 0.835 -2.035  -0.080
25 C 0.625 1.344 -1.027  -0.061
26 C 1.925 0.832 -0.954  -0.046
27 H 3.681 -1.931 -1.725  0.071
28 H 3.413 -1.530 0.012  0.102
29 H 4.481 -0.553 -1.155  0.070
30 H 1.339 -2.086 -2.590  0.101
31 H -0.464 -0.595 -3.516  0.101
32 H -1.171 1.318 -2.189  0.097
33 H 0.354 1.973 -0.218  0.076
34 H 2.658 1.415 -0.460  0.103

The energy above the lowest of the compared OMol25 structures with the same formula, charge and spin is 50.0 kcal/mol. Its structure (SMILES) is CCc1ccc(O)cc1.Cc1ccccc1. The LUMO energy comes out at 0.84 eV. For the frontier orbital gap, the calculation gives 9.2 eV.

***

8.
Density functional theory data (wB97M-V/def2-TZVPD) for 2 unconnected molecules or ions with the total composition C15H18O.

Each line ends with the Mulliken spin population.
Geometry (Å):
1 C -1.134 -1.846 -1.209  0.005
2 C 1.258 -2.228 -1.920  0.001
3 C 0.271 -2.308 -0.901  -0.001
4 C 2.555 -2.568 -1.690  0.000
5 C 2.896 -2.983 -0.391  0.000
6 C 0.684 -2.585 0.415  -0.001
7 C 2.004 -3.017 0.638  0.000
8 H 0.902 -2.003 -2.931  0.000
9 H 3.298 -2.634 -2.472  0.000
10 H -1.030 -1.155 -2.040  -0.001
11 H -1.645 -1.482 -0.324  0.000
12 H 3.879 -3.422 -0.313  0.000
13 H -0.117 -2.759 1.125  0.000
14 H 2.351 -3.530 1.527  0.000
15 H -1.847 -2.619 -1.534  0.000
16 C 0.207 1.149 -0.833  0.023
17 C 0.519 2.168 -1.917  0.046
18 C -0.579 1.550 0.401  0.198
19 C -1.808 1.019 0.810  0.071
20 C 0.003 2.646 1.135  0.006
21 C -2.411 1.383 1.994  0.126
22 C -0.560 2.984 2.318  0.096
23 C -1.811 2.431 2.717  0.250
24 O -2.328 2.976 3.792  0.152
25 H -0.314 0.336 -1.359  0.006
26 H 1.142 0.734 -0.453  0.046
27 H -0.397 2.471 -2.435  -0.002
28 H -2.325 0.287 0.207  -0.006
29 H 0.862 3.140 0.705  -0.003
30 H -3.308 0.832 2.260  -0.003
31 H -0.140 3.745 2.967  -0.001
32 H -3.174 2.595 4.014  -0.007
33 H 1.053 1.627 -2.703  0.000
34 H 1.047 3.067 -1.600  -0.002

The total charge is +1. The energy above the lowest of the compared OMol25 structures with the same formula, charge and spin is 18.9 kcal/mol. The LUMO energy (spin up / spin down) comes out at -3.56 / -7.30 eV. For the frontier orbital gap (spin up / spin down), the calculation gives 7.9 / 4.2 eV. The spin multiplicity is 2.

***

Number 1: DFT total energy -21805.988 eV. Number 2: DFT total energy -25901.137 eV. Number 3: DFT total energy -27950.573 eV. Number 4: DFT total energy -27946.770 eV. Number 5: DFT total energy -32638.671 eV. Number 6: DFT total energy -40831.990 eV. Number 7: DFT total energy -17892.504 eV. Number 8: DFT total energy -17885.986 eV.